19
Properties=species:S:1:pos:R:3:forces:R:3:mulliken_charge:R:1 method="wB97M-V/def2-TZVPD" multiplicity=3 gap_ev="8.455 / 8.360" total_energy_ha=-1018.001174 total_charge=0
C 1.374505 0.004503 -0.056151 -1.777 -0.969 -0.557 0.1152
C -0.838702 1.575034 1.391168 -0.203 0.272 0.867 -0.7166
C -0.727693 -2.049814 -0.938361 3.394 -0.182 3.293 -0.8645
C 0.238932 -0.574173 0.780995 0.374 3.074 -0.177 -0.2391
N 0.019248 0.551277 1.816944 0.823 -2.662 0.472 -0.4516
N -0.925323 -0.861336 -0.060059 1.934 0.046 -1.174 -0.3814
Si 1.000355 1.264983 -1.349609 0.293 0.482 1.372 0.5152
Cl 2.946075 -0.291096 0.395131 0.938 -0.200 0.410 -0.1698
H -1.158581 1.252788 0.411771 -1.383 0.794 -0.314 0.3549
H -0.165564 2.474555 1.258621 -1.168 -0.367 0.594 0.2698
H -1.641194 1.643626 2.257086 1.271 0.552 -2.055 0.2697
H -0.175235 -1.761755 -1.815262 -0.131 -0.139 -0.532 0.2575
H -0.063384 -2.889340 -0.340598 -1.449 1.760 -1.507 0.2453
H -1.678264 -2.435244 -1.047871 -1.800 -0.996 -1.038 0.4033
H 0.525091 -1.420446 1.336744 0.655 -1.189 0.818 0.5609
H -1.594792 -1.143558 0.575809 -2.042 -0.437 1.535 0.2247
H 2.099285 1.061786 -2.272855 0.219 0.362 -0.650 -0.1822
H -0.363150 1.065130 -1.865836 0.118 0.190 -0.227 -0.0684
H 1.128385 2.533079 -0.477670 -0.065 -0.391 -1.131 -0.1430

=====

97
Properties=species:S:1:pos:R:3:forces:R:3:mulliken_charge:R:1 method="wB97M-V/def2-TZVPD" gap_ev=4.016 total_energy_ha=-2461.348296 total_charge=-1
C -4.833272 37.663678 -1.517420 -2.086 -0.124 -1.632 -1.1199
C -3.460617 37.125175 -1.471537 2.100 -0.317 4.199 0.7324
C -2.397626 38.337522 -1.396026 -0.142 -0.577 0.520 -1.3146
O -3.406388 36.290060 -0.309812 0.699 1.077 -1.601 -0.9265
H -5.349374 38.119696 -0.672557 1.072 0.129 0.628 0.3047
H -5.466127 36.794466 -1.696459 -0.258 -0.153 -0.234 0.2504
H -4.983765 38.342451 -2.356896 -0.132 0.335 -0.480 0.2738
H -3.191098 36.483350 -2.310300 -0.215 0.238 -0.978 -0.0728
H -2.597181 38.986061 -0.542980 -0.629 -0.016 0.229 0.2653
H -2.299181 39.015009 -2.244207 -0.279 -0.094 -0.543 0.3546
H -1.388928 38.007132 -1.148097 0.099 -0.603 -0.282 0.2818
C -6.928051 31.442542 -1.657080 -2.469 -0.629 -1.909 -0.1699
C -8.361015 31.632827 -2.216618 0.142 -0.269 -2.609 -0.6223
O -8.835802 32.987125 -2.145632 0.082 -0.897 0.336 -0.4682
O -7.093838 31.926961 -0.429393 1.318 2.014 4.319 -0.5035
H -6.234190 32.039672 -2.248753 0.179 0.004 0.323 0.2146
H -6.629496 30.397218 -1.578054 0.134 -0.311 -0.838 0.2464
H -9.080742 30.921420 -1.811655 0.039 0.016 0.715 0.3474
H -8.419729 31.406929 -3.281335 0.295 -0.151 -0.318 0.3270
H -9.402833 33.022707 -1.371803 0.187 0.418 0.148 0.3013
H -7.795127 31.496267 0.064871 0.090 -0.178 -0.176 0.3186
C -8.334853 44.594240 -1.239969 -1.214 -0.131 -0.407 -0.1657
C -7.510595 43.386348 -0.869193 -1.353 -0.924 -0.520 -0.5610
O -6.245136 43.466584 -1.447803 1.073 0.622 0.809 -0.4827
O -8.025040 45.772374 -0.550136 0.575 0.512 0.806 -0.5046
H -9.400854 44.465683 -1.052299 -0.077 -0.466 0.149 0.2928
H -8.271729 44.799436 -2.308624 0.329 -0.338 -0.254 0.2325
H -7.927511 42.453054 -1.247662 -0.578 0.159 -0.229 0.3047
H -7.453589 43.210136 0.204960 -0.013 0.361 0.294 0.2804
H -5.766643 43.820726 -0.694653 1.132 -0.032 -0.537 0.3188
H -7.082222 45.777669 -0.369414 0.142 0.220 -0.119 0.2786
C 4.349525 37.051753 -5.207070 0.097 0.680 -0.269 -0.2759
C 3.468226 36.894035 -3.932937 0.507 -2.615 -1.395 -0.3622
O 3.881386 37.720929 -2.943715 0.883 2.227 1.851 -0.5142
O 4.311434 35.952525 -6.094589 -0.941 -0.847 0.145 -0.5210
H 5.407232 37.200666 -4.989858 -0.016 0.214 0.894 0.2493
H 4.024193 37.966258 -5.702976 -0.136 0.192 -0.203 0.2419
H 3.649422 35.911743 -3.496632 -0.486 -0.765 -0.895 0.2819
H 2.396577 37.003624 -4.099333 0.057 0.097 -0.424 0.2593
H 4.333867 37.165391 -2.304767 0.029 0.491 0.145 0.3339
H 4.809769 36.116936 -6.898480 -0.009 0.311 0.169 0.3025
C -1.018788 38.699510 4.790732 -0.852 -0.150 -0.951 0.6182
O -1.796320 37.820048 4.452555 0.418 0.475 0.581 -0.6049
N -0.203122 39.312236 3.909982 0.772 -0.228 -2.369 -0.4173
N -0.970174 39.289669 5.988414 -0.360 0.148 2.375 -0.3970
H -0.405581 38.983322 2.976754 0.558 0.094 -0.098 0.2452
H 0.579615 39.935373 4.048286 -0.466 -0.244 0.284 0.1616
H -1.793580 39.175418 6.562040 0.502 -0.001 0.193 0.2238
H -0.253792 39.967709 6.205573 -0.565 -0.103 0.023 0.1700
C -4.033073 37.811938 -8.952165 0.094 -0.731 -4.895 0.6563
O -3.717730 37.437350 -10.086719 0.764 0.239 0.063 -0.6980
N -4.308635 39.076649 -8.689074 0.060 2.023 0.472 -0.3878
N -4.330673 36.980952 -8.012720 -0.769 -1.541 3.555 -0.3302
H -4.779751 39.290562 -7.821679 0.160 0.794 -0.489 0.1798
H -4.120120 39.706160 -9.456064 -0.369 0.184 0.583 0.2167
H -4.103623 35.997676 -8.054238 -0.047 0.460 0.118 0.1948
H -4.558264 37.497849 -7.175394 0.067 -1.396 0.658 0.1640
C 1.442823 33.517320 0.007098 1.532 -1.173 1.508 0.6721
O 2.445352 32.899233 0.219500 2.925 -1.439 0.425 -0.6832
N 0.982509 34.462550 0.768703 -1.779 3.075 1.614 -0.3286
N 0.645601 33.237497 -0.968489 -3.669 -1.439 -4.915 -0.3812
H 1.335813 34.687334 1.687810 -0.096 -0.188 -0.488 0.1908
H 0.057163 34.726232 0.461582 -0.034 0.865 1.124 0.1495
H -0.263210 33.658030 -1.100100 0.179 0.269 0.310 0.1755
H 0.707612 32.398956 -1.528042 0.753 0.189 0.439 0.1930
C -6.368799 40.763394 4.137046 -4.146 -4.037 1.565 0.5912
O -6.426378 39.548830 4.203601 0.364 -0.715 0.531 -0.6699
N -5.505998 41.405111 3.490792 5.711 2.491 -3.292 -0.3640
N -7.329140 41.538324 4.605705 -2.736 2.298 1.694 -0.4082
H -4.728728 40.791856 3.291100 0.451 0.602 -0.524 0.2653
H -5.400502 42.406378 3.570960 0.330 -0.434 -0.037 0.2019
H -7.355959 42.487408 4.261284 -0.414 -0.212 0.332 0.1551
H -8.170245 41.145870 5.003985 0.372 0.010 -0.236 0.2266
C -8.693715 39.694627 -5.942433 2.452 3.675 -0.034 0.6823
O -7.847307 40.578809 -5.911028 0.687 -0.067 -0.083 -0.6765
N -9.381830 39.387107 -7.000779 -2.246 -1.423 -3.447 -0.3514
N -9.124171 39.055963 -4.902613 -1.302 -2.342 3.789 -0.3283
H -9.186477 39.721964 -7.933415 0.036 -0.077 0.484 0.2139
H -10.082553 38.680536 -6.828008 0.069 0.204 -1.102 0.1326
H -8.778741 39.238157 -3.971167 0.015 -0.035 -0.390 0.1943
H -9.915934 38.443489 -5.037072 0.368 0.027 0.739 0.1306
C -10.086903 36.942160 1.615997 2.646 -2.917 0.361 0.6408
O -9.429250 35.924907 1.756883 -0.243 -0.565 0.770 -0.6395
N -10.673631 37.644434 2.569333 -1.380 0.709 0.768 -0.4224
N -10.154770 37.486143 0.428333 -0.701 1.646 -3.830 -0.3737
H -10.987185 38.479880 2.096247 -0.109 0.648 1.889 0.1863
H -10.274286 37.525459 3.489372 -0.321 0.622 -0.103 0.2714
H -9.653558 37.048227 -0.331331 -0.158 0.043 0.287 0.2008
H -10.672680 38.331918 0.237172 0.262 -0.254 -0.134 0.1417
C -3.687743 31.548348 -6.007693 0.084 0.972 0.193 0.6983
O -3.363942 30.594641 -6.594645 2.009 -5.459 -3.108 -0.6544
N -2.863296 32.104819 -5.140596 0.050 1.528 1.565 -0.3803
N -4.847253 32.091742 -6.295850 -2.987 2.614 0.527 -0.4040
H -3.179672 32.965733 -4.717718 1.067 -0.142 0.418 0.1659
H -1.973307 31.631375 -5.078284 -0.174 0.630 0.445 0.2018
H -5.199504 32.834616 -5.709197 -0.307 -0.070 -0.452 0.1745
H -5.369172 31.771203 -7.098936 0.243 -0.029 0.474 0.2039

=====

21
Properties=species:S:1:pos:R:3:forces:R:3:mulliken_charge:R:1 method="wB97M-V/def2-TZVPD" gap_ev=7.882 total_energy_ha=-457.642279 total_charge=0
C -0.637326 -1.356544 1.093875 0.933 0.820 -0.088 -1.4062
C -2.350969 0.000065 -0.174178 0.674 1.289 -0.439 -1.2433
C -1.054368 -0.787921 -0.251652 -1.646 -3.958 -1.426 1.3089
O -0.799771 -1.427247 -1.303508 -0.255 1.549 1.509 -0.6584
H -2.133384 1.011218 0.176151 -0.200 0.051 0.229 0.2917
H -3.061123 -0.462276 0.506716 0.149 -0.142 0.114 0.3872
H -2.807568 0.116697 -1.154689 0.110 -0.189 -0.066 0.3053
H 0.229369 -2.004974 0.980932 -0.039 -0.042 -0.038 0.2879
H -0.377495 -0.532559 1.760865 -0.013 -0.090 0.180 0.3099
H -1.460265 -1.910210 1.541999 -0.117 -0.035 -0.169 0.4558
C 0.648463 0.848363 -0.453698 3.217 0.827 -0.896 0.0416
N 0.706782 1.607126 0.746219 -0.307 -0.490 0.134 -0.5572
N 2.709763 -0.281837 0.102075 -0.111 -0.208 0.119 -0.4775
C 1.724170 0.040458 -0.792800 -1.669 0.893 1.122 -0.2415
O 0.021387 1.527932 -1.495522 -0.800 -0.517 -0.325 -0.5351
H -0.165436 0.855220 -2.172092 -0.204 0.272 0.082 0.3976
H 1.526162 2.200908 0.801513 -0.043 0.107 -0.157 0.2347
H -0.125189 2.174162 0.850380 0.085 -0.031 0.057 0.2692
H 3.160688 -1.174303 -0.046342 -0.071 0.094 0.293 0.2552
H 2.468474 -0.047386 1.060656 0.260 -0.208 -0.152 0.2508
H 1.777635 -0.396890 -1.776898 0.049 0.010 -0.082 0.3236

=====

36
Properties=species:S:1:pos:R:3:forces:R:3:mulliken_charge:R:1 method="wB97M-V/def2-TZVPD" multiplicity=2 gap_ev="8.845 / 6.791" total_energy_ha=-1888.768946 total_charge=0
Ir -0.903590 0.803025 -0.555241 -0.176 -0.145 0.026 1.5078
O 2.851419 1.354511 -1.669262 0.018 -0.006 0.069 -0.5890
C 1.877622 0.733794 -1.342925 0.017 -0.004 -0.196 0.5082
O 0.647955 1.179255 -1.628545 -0.082 0.104 -0.045 -0.5575
C 1.992895 -0.627403 -0.704124 -0.032 0.027 0.046 0.5566
C 3.283392 -1.104683 -0.537819 0.015 -0.005 0.003 -0.5969
C 3.484868 -2.359701 -0.006176 0.010 -0.001 0.001 -0.4244
C 2.434333 -3.174083 0.360423 0.009 -0.013 0.027 -0.1665
C 1.148861 -2.706230 0.196770 -0.033 -0.010 -0.009 -0.4810
C 0.895228 -1.428031 -0.334677 -0.065 0.084 -0.067 0.7987
O -0.352137 -1.021469 -0.538760 0.080 -0.027 0.056 -0.8829
N 0.058876 -3.607753 0.619736 0.000 -0.017 0.030 0.9932
O 0.364596 -4.755751 0.867310 0.006 0.018 -0.038 -0.6231
O -1.064243 -3.158764 0.710529 -0.008 0.014 0.016 -0.5565
N 4.860639 -2.852720 0.178558 0.017 -0.009 0.005 1.0736
O 5.763742 -2.129156 -0.181887 -0.009 0.005 0.003 -0.6143
O 4.995857 -3.949535 0.679197 -0.008 0.002 -0.007 -0.6192
H 4.118343 -0.484362 -0.830292 -0.004 0.003 -0.002 0.6432
H 2.607635 -4.155278 0.774335 0.002 -0.006 -0.001 0.6411
C -3.528002 -0.610837 -0.102230 0.039 -0.034 0.044 -0.6558
O -2.568284 0.258215 0.542406 -0.035 0.154 0.023 -0.4339
H -4.057861 -0.072693 -0.888342 0.003 -0.008 -0.015 0.3321
H -4.225179 -0.962626 0.653841 -0.015 0.014 -0.004 0.2717
H -2.976482 -1.456330 -0.504593 0.007 0.001 0.012 0.2707
H -3.011678 1.133407 0.795008 -0.043 -0.062 -0.011 0.5210
F -3.757231 4.857718 -1.336343 -0.017 0.017 -0.020 -0.2456
C -2.826164 4.706855 -0.384230 0.001 -0.020 -0.041 0.7093
F -3.227897 5.353137 0.705698 -0.009 0.012 0.004 -0.2428
F -1.693489 5.255587 -0.813338 0.015 0.026 0.006 -0.2281
C -2.660197 3.198630 -0.086478 0.079 -0.197 -0.186 0.6891
O -3.441743 2.669709 0.689764 0.125 -0.121 0.011 -0.7320
O -1.713502 2.643515 -0.757323 0.090 0.287 0.195 -0.7745
F 0.668071 0.546691 1.716440 0.000 0.026 0.062 -0.2181
C 0.035857 1.540590 1.060808 0.096 -0.141 0.041 -0.0861
F -0.842582 2.092049 1.917780 -0.072 0.012 -0.043 -0.2455
H 0.760064 2.290704 0.733990 -0.019 0.023 0.004 0.4575

=====

Copy entry 1 word for word.
19
Properties=species:S:1:pos:R:3:forces:R:3:mulliken_charge:R:1 method="wB97M-V/def2-TZVPD" multiplicity=3 gap_ev="8.455 / 8.360" total_energy_ha=-1018.001174 total_charge=0
C 1.374505 0.004503 -0.056151 -1.777 -0.969 -0.557 0.1152
C -0.838702 1.575034 1.391168 -0.203 0.272 0.867 -0.7166
C -0.727693 -2.049814 -0.938361 3.394 -0.182 3.293 -0.8645
C 0.238932 -0.574173 0.780995 0.374 3.074 -0.177 -0.2391
N 0.019248 0.551277 1.816944 0.823 -2.662 0.472 -0.4516
N -0.925323 -0.861336 -0.060059 1.934 0.046 -1.174 -0.3814
Si 1.000355 1.264983 -1.349609 0.293 0.482 1.372 0.5152
Cl 2.946075 -0.291096 0.395131 0.938 -0.200 0.410 -0.1698
H -1.158581 1.252788 0.411771 -1.383 0.794 -0.314 0.3549
H -0.165564 2.474555 1.258621 -1.168 -0.367 0.594 0.2698
H -1.641194 1.643626 2.257086 1.271 0.552 -2.055 0.2697
H -0.175235 -1.761755 -1.815262 -0.131 -0.139 -0.532 0.2575
H -0.063384 -2.889340 -0.340598 -1.449 1.760 -1.507 0.2453
H -1.678264 -2.435244 -1.047871 -1.800 -0.996 -1.038 0.4033
H 0.525091 -1.420446 1.336744 0.655 -1.189 0.818 0.5609
H -1.594792 -1.143558 0.575809 -2.042 -0.437 1.535 0.2247
H 2.099285 1.061786 -2.272855 0.219 0.362 -0.650 -0.1822
H -0.363150 1.065130 -1.865836 0.118 0.190 -0.227 -0.0684
H 1.128385 2.533079 -0.477670 -0.065 -0.391 -1.131 -0.1430